# 1
# C52H38AuBr2N4OP2

A molecular structure, C52H38AuBr2N4OP2 (ωB97M-V/def2-TZVPD, OMol25).

```
100
Properties=species:S:1:pos:R:3:lowdin_charge:R:1
C 2.78658 2.98401 -1.24381 -0.057
C 3.68688 2.89027 -2.29604 -0.028
H -3.65009 -1.94718 -1.91682 0.116
C -2.18935 3.48948 -0.08367 -0.294
C -3.19958 4.28036 -0.59547 0.019
H -3.74942 5.61659 -2.16849 0.131
H -2.05819 -1.66414 2.07720 0.078
H 1.41696 -6.38784 -0.01148 0.142
C 2.75972 3.32683 3.09614 -0.036
P -2.43289 0.09066 -0.18882 1.017
H 4.11786 2.00503 -4.19887 0.127
C 2.88851 -4.84460 1.75171 -0.156
C -2.52729 -2.23771 1.28590 -0.111
C -4.46017 2.75949 2.14501 0.018
C -2.55137 0.45877 -1.93237 -0.370
C -3.72984 0.92160 0.74635 -0.263
Au -0.25889 0.17006 0.62737 0.947
C 1.21393 -0.61841 4.82568 -0.026
H -2.14348 0.53738 3.47509 0.113
H -0.77923 4.27008 1.86902 0.103
H 0.37739 0.89854 -2.44846 0.072
C 0.69916 4.54360 3.37806 -0.029
H 4.77949 -0.77688 -0.22872 0.128
C -2.89403 -3.55087 1.52513 -0.042
C -3.43079 -2.39368 -0.95543 -0.084
H 1.99676 0.73510 -4.29688 0.121
C 3.41079 2.07172 -3.38260 -0.021
C -1.19848 0.20283 3.88930 -0.107
N 3.78000 -5.03664 2.44927 0.202
H -1.56906 5.47294 -3.32755 0.127
C -1.08562 -0.07526 5.23788 -0.060
H 2.42938 -0.25540 -0.77358 0.111
H 3.76289 3.09380 3.42814 0.124
H 0.21047 4.03854 -2.42469 0.117
N 0.44786 -2.62694 0.16133 0.067
H 2.16787 -0.96365 5.19398 0.113
H -4.24931 3.71567 2.60620 0.140
Br 0.37552 -0.94843 7.50536 0.900
H -6.42924 2.57156 2.96322 0.130
C -3.56505 1.62386 -3.77314 -0.033
O -2.29305 2.77902 1.09611 -0.073
C 4.40676 -0.75601 1.89937 -0.661
H -3.83800 -5.30253 0.72656 0.126
H -1.93273 0.03541 5.89938 0.123
C 1.60309 2.24449 -1.28825 -0.396
H -2.69241 -4.00162 2.48763 0.123
N -0.18259 0.08573 3.03320 0.033
Br 6.15823 -1.12544 2.39492 0.924
H -5.14622 -0.69128 0.51810 0.119
P 0.34545 2.39755 -0.03522 1.092
C 0.20270 3.98471 2.21319 -0.049
C -2.75650 0.92212 -4.65487 -0.024
C 0.12476 -4.82520 -0.74857 -0.008
H -0.42239 -5.45628 -1.43455 0.126
C -0.18690 -3.47824 -0.65298 -0.128
C -0.74083 4.10049 -1.91511 -0.028
C 1.80391 -4.46887 0.88716 -0.179
C -3.53713 -4.28144 0.53269 -0.028
C 1.01526 -0.29250 3.49412 -0.204
C 0.98660 3.08299 1.48288 -0.329
H -4.33091 -4.26785 -1.46222 0.126
C 4.05328 -0.64200 0.56004 -0.053
C -4.95572 0.28128 0.95208 -0.034
H -4.15197 4.35749 -0.08913 0.134
H -0.98012 -3.06487 -1.26155 0.088
C -1.73690 -0.25071 -2.82223 -0.132
C -2.96579 4.98656 -1.76855 -0.009
H -2.84356 1.09562 -5.71921 0.126
C -1.74265 4.90425 -2.42488 -0.029
H 2.35993 4.65963 4.72917 0.127
H 1.94545 -2.47133 1.58418 0.092
H 2.99708 3.65340 -0.42187 0.115
C 1.31280 1.44143 -2.39705 -0.113
C -1.84691 -0.02031 -4.18122 -0.045
C 2.11464 -0.35517 2.49304 -0.234
C 1.97180 4.21294 3.82333 -0.019
H -1.02974 -0.98591 -2.45002 0.099
H -4.12577 1.91226 -1.72307 0.108
H 3.68770 -0.72027 3.91028 0.117
N 1.79542 -0.18593 1.19169 -0.071
H -4.28360 2.33990 -4.14869 0.124
C 3.42175 -0.61287 2.87003 -0.037
C -5.67451 2.11316 2.33845 -0.011
C -3.51641 2.16331 1.33416 -0.291
C 2.27286 2.75606 1.93562 -0.106
C 1.42029 -3.13242 0.91122 -0.089
H 2.90551 2.08311 1.37495 0.092
C 0.14498 -0.51136 5.70827 -0.659
C -0.96031 3.38200 -0.73194 -0.265
H -1.23518 -0.57948 -4.87688 0.122
C 2.74169 -0.35218 0.25666 -0.129
H 0.09689 5.25137 3.93096 0.125
C -3.47125 1.39016 -2.40794 -0.061
C -5.92702 0.88840 1.73081 -0.026
C 2.21916 1.35359 -3.43748 -0.037
C -3.81165 -3.70213 -0.70021 -0.037
C 1.14192 -5.34276 0.03585 0.033
C -2.78248 -1.65776 0.03961 -0.400
H 4.59919 3.47080 -2.27139 0.127
H -6.87811 0.39644 1.88010 0.127
```

Its charge is +3. The calculation puts the total energy at -224880.78473 eV. The orbital gap is 6.35 eV. For the molar mass, the calculation gives 1153.6 g/mol. The calculation puts the energy above the lowest of the compared OMol25 structures with the same formula, charge and spin at 19.9 kJ/mol.

# 2
# C52H38N3OP2SV

A molecular structure, C52H38N3OP2SV (ωB97M-V/def2-TZVPD, OMol25).

```
98
Properties=species:S:1:pos:R:3:lowdin_charge:R:1
H -1.84993 -3.27167 2.65487 0.115
C -2.45999 0.71581 2.28667 -0.317
H -2.29096 -1.57262 -2.99188 0.114
C 3.65326 -1.36146 2.04760 0.117
H -3.65982 -0.59687 3.50293 0.131
C -0.73244 -2.44199 5.74419 -0.008
C -4.08327 2.76441 3.26752 0.017
S -0.96668 2.14232 0.72185 0.924
H -1.69891 2.85334 -3.91067 0.120
H 1.36282 -1.38838 -6.40655 0.134
H -0.79108 -0.20816 -6.57995 0.133
C -0.21615 -1.17806 5.47897 -0.029
H -5.92213 1.30100 -1.26848 0.127
H 2.45063 -1.66236 -4.22318 0.125
H -3.59891 1.89436 -0.80218 0.100
O 0.35225 2.37434 1.35235 -0.370
H -4.69919 3.55230 3.67176 0.143
C -3.08322 -0.96130 -2.58592 -0.087
C 6.12227 -0.06754 -0.35860 -0.010
C -1.39599 -2.68676 3.44341 -0.061
H 0.23593 -0.60767 6.27495 0.127
V 0.66698 0.68790 0.39360 0.821
C 2.98126 2.68554 -2.33008 0.051
H -3.99968 -4.46578 -1.40048 0.134
C 8.11287 0.78137 0.67283 -0.192
H 4.64986 -1.36295 2.45060 0.153
C 3.28402 1.32932 -0.55867 -0.193
C -3.60819 -1.90683 0.77304 -0.054
C -3.49675 0.41826 3.16821 -0.025
C -0.30594 -0.30108 -5.62034 -0.015
H -5.15324 1.20812 4.26181 0.142
C -0.90736 0.23215 -4.49417 -0.074
C 5.96925 1.39272 1.56071 0.002
H 0.63771 -2.45111 1.40125 0.099
C -1.51972 -2.44559 -0.32733 -0.130
H -0.67234 -2.84866 6.74127 0.132
C -5.42993 -0.50288 -2.32706 -0.001
H -2.84231 4.11332 2.15440 0.125
C -0.27344 0.09862 -3.25173 -0.364
C -4.23347 -2.90937 0.05197 -0.025
C -2.25656 2.05324 1.94025 -0.329
H -1.45567 5.15718 0.48390 0.135
H -0.46350 -2.23484 -0.49736 0.089
C -4.40392 -1.30667 -2.80895 -0.029
C 1.51774 -1.12686 -4.29085 -0.029
H 0.82472 2.33167 -2.39161 0.087
H 8.10409 -0.54563 -1.02057 0.140
H 0.10362 0.33426 3.99464 0.115
C 7.50169 -0.00097 -0.30832 0.022
C -2.77803 0.19839 -1.86297 -0.336
P -1.05803 0.76072 -1.75226 1.158
C -1.53964 4.65039 -0.46513 -0.003
C 2.65594 -2.31832 2.25188 0.050
H -5.28217 -3.10605 0.21526 0.134
C 0.90414 -0.97149 -5.52529 -0.003
C 3.94685 2.19135 -1.46142 0.119
C -4.32024 1.44275 3.61758 0.027
H 1.38192 -0.77110 -2.17401 0.089
N 10.66525 0.95018 0.69701 0.230
H 2.72361 -3.20859 2.85023 0.140
C -5.13076 0.65112 -1.61093 -0.025
H 7.83752 2.10275 2.34779 0.141
C -1.86890 5.34877 -1.61937 0.019
C 1.56097 -1.90512 1.51186 -0.111
C -1.94023 4.69013 -2.83713 0.028
H 5.38862 1.93905 2.28773 0.128
P -1.28626 -0.54255 1.62758 1.091
C 5.34641 0.62214 0.57993 -0.215
H -6.46041 -0.76459 -2.52097 0.135
N 1.77640 -0.71950 0.88930 -0.080
C -0.92110 -1.39666 3.19298 -0.383
C -3.03889 3.08719 2.41296 -0.006
C -1.31496 -3.18978 4.73023 -0.023
H -1.59698 -4.02857 -1.75458 0.130
C -0.29726 -0.65444 4.20306 -0.086
C -2.15816 -3.43924 -1.04626 -0.052
C 3.86663 0.55313 0.44462 -0.008
H 4.99817 2.40361 -1.47292 0.151
C 1.77438 2.13374 -1.92302 -0.100
C 3.12945 -0.39463 1.17004 -0.185
C 0.92765 -0.60814 -3.15312 -0.102
C -3.81590 0.98910 -1.35398 -0.073
H -1.72532 -4.16544 4.94171 0.130
H 3.12454 3.34937 -3.16099 0.137
H -1.86364 0.72674 -4.59200 0.115
C 9.52971 0.84926 0.71548 -0.160
C -2.23959 -1.69103 0.60498 -0.382
C -1.29661 3.29416 -0.58236 -0.350
H -4.18073 -1.30534 1.46147 0.103
C -1.67560 3.32831 -2.94313 -0.011
C -3.51178 -3.67974 -0.84778 -0.029
H -2.06021 6.40885 -1.55912 0.144
C 7.35112 1.48878 1.60333 0.025
H 5.65053 -0.67399 -1.11673 0.129
C -1.35055 2.60453 -1.80145 -0.360
H -4.63223 -2.19871 -3.37437 0.135
H -2.18360 5.25072 -3.72611 0.143
N 1.91932 1.31900 -0.85830 -0.082
```

Its charge is +4. The calculation puts the total energy at -116116.21143 eV. The orbital gap (alpha / beta) is 3.82 / 3.91 eV. For the molar mass, the calculation gives 865.9 g/mol. The calculation puts the energy above the lowest of the compared OMol25 structures with the same formula, charge and spin at 41.4 kJ/mol.

# 3
# C52H38N6OV

A molecular structure, C52H38N6OV (ωB97M-V/def2-TZVPD, OMol25).

```
98
Properties=species:S:1:pos:R:3:lowdin_charge:R:1
H -1.48997 5.70246 -1.81533 0.124
C 3.47869 -0.54531 -1.21242 0.038
C 0.11779 -3.28021 -1.88309 -0.073
N -1.15460 -1.31274 0.52362 0.073
C -2.49330 -1.48415 0.21189 -0.224
H 0.20179 -5.49569 2.03251 0.110
H 1.33307 -1.69467 3.56435 0.161
H -6.89053 -1.30456 -3.18219 0.100
C -6.54390 -1.33418 -2.15658 -0.082
C -3.55721 3.04943 -0.33045 -0.004
C -1.77853 -3.57261 0.70616 -0.002
H 3.05953 -1.33746 2.03192 0.136
H -0.70248 -1.12846 4.65438 0.095
H -4.03947 4.01418 -0.34127 0.114
C 2.07218 -1.06131 1.66737 -0.038
H -2.30169 8.03415 -1.62778 0.101
C 1.11030 -6.84188 0.71767 -0.082
H -1.46630 0.39961 4.15774 0.098
C -2.86649 -2.89276 0.34420 0.013
C -1.25263 3.86770 0.14125 -0.097
C 0.21686 -0.14742 2.99535 -0.450
C -2.63355 7.07663 1.60105 -0.083
C -2.18067 2.84404 -0.11277 -0.223
C 1.35638 -1.44613 -0.93079 -0.373
C -1.81151 6.09441 -0.85730 -0.030
O -0.09640 0.64598 2.07819 -0.076
C 2.32744 -6.39636 -1.45107 -0.048
H -7.59474 -2.13246 0.95798 0.099
N 0.34663 -2.03963 -1.74783 0.170
C -3.38018 -0.53863 -0.23085 -0.094
H 3.84846 -2.63645 0.45348 0.144
C 2.79120 -1.86847 -1.33387 -0.128
H -3.03276 8.91507 0.56728 0.098
H -0.02991 -5.33175 -1.40441 0.144
C -2.26735 7.40121 -0.74976 -0.081
H 6.53910 3.10339 -3.30402 0.102
H 4.18546 2.41902 -2.96948 0.124
C 0.61823 -3.01955 0.85374 -0.074
H 8.06781 3.26948 -1.36468 0.099
H -4.58453 -0.59759 -2.64183 0.124
C -3.11648 0.84600 -0.35831 -0.216
C 6.17895 2.87688 -2.30798 -0.080
H 3.28125 4.57364 0.02088 0.114
N 1.20063 -1.00767 2.84047 0.127
H -5.28872 -1.41373 1.48523 0.121
C -6.93788 -1.80127 0.16310 -0.084
C 6.56723 2.68170 0.05381 -0.083
C -5.24835 -0.93742 -1.85519 -0.032
C 1.68264 -2.05687 0.54997 -0.206
C 1.12543 4.67975 0.30716 0.015
C -7.39286 -1.77024 -1.14805 -0.098
H 3.24246 -4.85479 0.44489 0.150
H 2.90856 -2.34913 -2.30739 0.141
H 2.59578 -4.48074 -2.38917 0.132
H 2.88506 -6.84345 -2.26735 0.105
H 0.92412 5.72438 0.49143 0.117
V -0.17063 0.64917 0.21053 1.074
H 2.15496 -0.04329 1.29213 0.114
C 2.31210 4.10431 0.07742 0.007
C 2.95800 1.80033 -0.64818 -0.092
C -4.13417 1.81923 -0.50427 -0.008
C 5.24420 2.30068 0.23641 -0.034
C -0.52037 -0.11645 4.29365 0.041
H -3.84734 -3.29241 0.14154 0.113
H -0.64045 -3.51168 -2.63485 0.120
H -1.69334 -4.63605 0.87115 0.108
N 1.25100 -0.00820 -0.86583 -0.040
C 2.53571 -4.26200 -0.13496 -0.104
H -8.40270 -2.08257 -1.38261 0.098
C 7.03718 2.97070 -1.22012 -0.095
H -2.95467 7.45604 2.56320 0.100
C 4.37579 2.20813 -0.84818 -0.216
C 0.74197 -5.61567 1.09927 -0.026
H -5.17727 1.60426 -0.67018 0.111
C 2.14890 -4.90309 -1.49163 -0.171
N -1.90588 1.48120 -0.16102 0.003
C -1.75934 5.26711 0.26212 -0.218
C 0.09578 3.65174 0.20718 -0.222
C 1.04281 -4.36810 0.32191 -0.265
C 2.90451 -2.77210 -0.07902 -0.099
C 2.58634 0.43738 -0.95928 -0.239
C 0.66353 -4.51544 -1.20485 -0.119
C -0.67583 -2.61971 0.79290 -0.233
C -2.67844 7.89564 0.48140 -0.096
N 0.68953 2.42101 0.00910 0.018
C 4.85734 2.49515 -2.12255 -0.024
H 0.84198 -7.67129 1.36264 0.097
C -5.64175 -1.40035 0.46022 -0.046
H 4.54568 -0.39645 -1.29911 0.119
H -2.14480 5.12643 2.36206 0.119
C -4.77730 -0.97059 -0.54436 -0.222
H 0.07366 0.41995 5.03507 0.099
C 2.06176 2.68891 -0.17992 -0.197
H 4.87197 2.07546 1.22958 0.118
C 1.86769 -7.20689 -0.49259 -0.090
H 7.23107 2.75222 0.90683 0.100
H 2.07838 -8.26529 -0.59871 0.096
C -2.17758 5.76923 1.49005 -0.028
```

The calculation puts the total energy at -91214.95247 eV. The orbital gap (alpha / beta) is 5.06 / 4.96 eV. For the molar mass, the calculation gives 813.9 g/mol. Its multiplicity is 2.

Maximum force
In order: 0.0081 0.0791 0.0310
Unit: Eh/bohr